(1)
CH3BrClN | the ωB97M-V functional and the def2-TZVPD basis

Geometry (Å):
1 C 0.093 0.195 -0.545
2 N -0.283 -1.001 0.097
3 Cl 1.170 1.786 1.356
4 Br -1.317 1.192 -1.188
5 H 1.204 0.361 -0.766
6 H -1.296 -1.202 0.296
7 H 0.430 -1.330 0.750

ΔE to the lowest compared entry with this formula, charge and spin in kcal per mole: 37.10
Multiplicity: 1
Calculated total energy in eV: -85139.0969
Orbital gap in eV: 7.7
Maximum force in eV/Å: 3.5
HOMO level in eV: -8.91

(2)
C2H6S3 | the ωB97M-V functional and the def2-TZVPD basis

Geometry (Å):
1 S 2.724 -0.751 -1.419
2 C 1.384 -0.472 -0.571
3 C 0.019 -0.998 -0.903
4 S -1.191 0.347 -1.129
5 H 1.427 0.149 0.330
6 H 0.046 -1.558 -1.840
7 H -0.327 -1.672 -0.110
8 H -1.307 0.676 0.164
9 S -0.705 1.994 1.738
10 H -1.913 1.436 1.571
11 H -0.156 0.849 2.170

ΔE to the lowest compared entry with this formula, charge and spin in kcal per mole: 20.64
Multiplicity: 1
Calculated total energy in eV: -34675.5628
SMILES: S=CCS.S
Orbital gap in eV: 8.4
Maximum force in eV/Å: 1.0
HOMO level in eV: -8.78

(3)
C17H14AsF5MnNO8S2 | the ωB97M-V functional and the def2-TZVPD basis

Geometry (Å):
1 Mn 0.251 0.038 -0.007
2 F 1.225 -1.456 6.663
3 C 1.442 -1.370 5.348
4 C 0.719 -0.466 4.573
5 F -0.205 0.314 5.140
6 C 0.985 -0.372 3.218
7 F 0.309 0.542 2.452
8 C 1.946 -1.158 2.574
9 S 2.282 -0.966 0.886
10 C 2.657 -2.061 3.381
11 F 3.597 -2.829 2.837
12 C 2.410 -2.171 4.742
13 F 3.107 -3.034 5.483
14 O -0.898 -1.968 -2.573
15 As -1.766 -1.983 -1.043
16 O -2.172 -3.530 -0.840
17 O -0.715 -1.440 0.171
18 C -3.384 -0.888 -1.223
19 C -4.574 -1.595 -1.344
20 C -5.775 -0.910 -1.434
21 C -5.789 0.474 -1.361
22 C -4.602 1.176 -1.218
23 C -3.403 0.489 -1.168
24 S -1.841 1.331 -0.985
25 O -1.948 2.686 -1.467
26 O -1.505 1.291 0.455
27 O -0.836 0.521 -1.697
28 H -0.793 -2.889 -2.837
29 H -4.527 -2.679 -1.367
30 H -6.697 -1.457 -1.554
31 H -6.727 1.005 -1.420
32 H -4.583 2.252 -1.147
33 O 2.359 1.647 -2.158
34 C 1.852 2.203 -1.222
35 O 1.182 1.682 -0.250
36 C 2.028 3.749 -1.002
37 N 1.132 4.100 0.136
38 C 1.964 4.581 1.262
39 C 3.295 3.882 1.017
40 C 3.448 4.021 -0.496
41 H 1.783 4.290 -1.917
42 H 0.750 3.125 0.368
43 H 0.353 4.707 -0.115
44 H 1.502 4.324 2.213
45 H 2.084 5.664 1.195
46 H 3.226 2.829 1.291
47 H 4.113 4.341 1.565
48 H 4.153 3.306 -0.915
49 H 3.772 5.028 -0.761

ΔE to the lowest compared entry with this formula, charge and spin in kcal per mole: 10.51
Multiplicity: 5
Calculated total energy in eV: -163143.6672
Orbital gap (spin up / spin down) in eV: 6.6 / 7.9
Maximum force in eV/Å: 2.6
HOMO level (spin up / spin down) in eV: -8.19 / -8.25
Expectation value of S²: 6.10

(4)
C19H15MnN5O4SSe | the ωB97M-V functional and the def2-TZVPD basis

Geometry (Å):
1 Mn 1.050 0.267 -1.143
2 Se 2.411 -1.560 6.162
3 N 1.008 -1.800 5.101
4 C 1.305 -1.264 3.947
5 C 0.390 -1.248 2.810
6 C -0.920 -1.727 2.875
7 C -1.715 -1.628 1.759
8 C -1.183 -1.092 0.591
9 N 0.073 -0.647 0.498
10 C 0.837 -0.696 1.616
11 C 2.142 -0.066 1.526
12 N 2.419 0.532 0.354
13 C 3.572 1.185 0.209
14 C 4.508 1.255 1.233
15 C 4.235 0.642 2.437
16 C 3.023 -0.030 2.601
17 C 2.609 -0.669 3.842
18 N 3.359 -0.728 4.911
19 H -1.288 -2.144 3.804
20 H -2.748 -1.944 1.766
21 H -1.798 -1.010 -0.290
22 H 3.722 1.663 -0.749
23 H 5.430 1.795 1.075
24 H 4.933 0.680 3.263
25 C 2.365 1.443 -3.515
26 O 1.870 1.443 -2.196
27 H 3.456 1.495 -3.510
28 H 1.978 2.311 -4.053
29 H 2.089 0.540 -4.073
30 N -0.030 -0.609 -2.688
31 C -1.408 -0.161 -2.520
32 C -2.455 -1.051 -2.704
33 C -3.725 -0.697 -2.276
34 C -3.919 0.531 -1.658
35 C -2.891 1.462 -1.582
36 C -1.623 1.118 -2.022
37 S -5.441 0.839 -0.788
38 O -5.648 2.269 -0.836
39 O -6.449 0.047 -1.457
40 O -5.142 0.356 0.558
41 H 0.336 -0.344 -3.601
42 H -0.011 -1.627 -2.652
43 H -2.272 -2.030 -3.133
44 H -4.559 -1.379 -2.371
45 H -3.087 2.436 -1.151
46 H -0.811 1.840 -1.969

ΔE to the lowest compared entry with this formula, charge and spin in kcal per mole: 10.96
Net charge: +1
Multiplicity: 5
Calculated total energy in eV: -143081.0731
Orbital gap (spin up / spin down) in eV: 8.1 / 3.6
Maximum force in eV/Å: 2.1
HOMO level (spin up / spin down) in eV: -11.81 / -10.56
Expectation value of S²: 6.04

(5)
C4H11NO3 | the ωB97M-V functional and the def2-TZVPD basis

Geometry (Å):
1 C 0.432 -0.413 -0.888
2 O 1.674 -0.660 -1.381
3 C 0.589 0.217 0.570
4 C -0.736 0.906 1.191
5 C -2.114 0.123 1.280
6 O -2.787 0.440 2.374
7 N 1.132 -0.782 1.556
8 H -0.244 -1.177 -0.787
9 H -0.263 0.428 -1.420
10 H 1.415 0.931 0.605
11 H -0.814 1.696 0.485
12 H -0.571 1.248 2.269
13 H -2.609 0.324 0.484
14 H -2.287 -1.039 1.377
15 H 0.326 -1.424 1.715
16 H 1.858 -1.190 0.903
17 H 1.531 1.089 -3.706
18 H 1.522 -0.235 -2.868
19 O 1.510 0.199 -3.852

ΔE to the lowest compared entry with this formula, charge and spin in kcal per mole: 55.57
Net charge: -2
Multiplicity: 1
Calculated total energy in eV: -11954.1900
Orbital gap in eV: 5.5
Maximum force in eV/Å: 7.1
HOMO level in eV: 0.98

(6)
C37H23Br2N5O6PbS | the ωB97M-V functional and the def2-TZVPD basis

Geometry (Å):
1 Pb -2.429 -0.859 0.167
2 Br 4.008 2.677 -2.679
3 C 3.183 1.397 -3.806
4 C 2.862 0.147 -3.301
5 C 2.231 -0.775 -4.120
6 C 1.920 -0.436 -5.433
7 C 2.302 0.800 -5.938
8 C 2.917 1.734 -5.121
9 N 1.307 -1.320 -6.389
10 N 0.334 -2.047 -6.136
11 C -0.353 -2.057 -4.880
12 C -0.708 -3.304 -4.428
13 C -1.309 -3.510 -3.178
14 C -1.587 -2.447 -2.343
15 O -2.140 -2.598 -1.162
16 C -1.291 -1.127 -2.841
17 N -1.619 -0.091 -2.030
18 C -1.456 1.147 -2.435
19 C -0.973 1.447 -3.719
20 C -0.618 0.421 -4.550
21 C -0.724 -0.919 -4.112
22 H 3.065 -0.103 -2.271
23 H 1.963 -1.743 -3.719
24 H 2.096 1.025 -6.978
25 H 3.195 2.706 -5.504
26 H -0.479 -4.150 -5.064
27 H -1.555 -4.509 -2.846
28 H -1.749 1.938 -1.748
29 H -0.896 2.478 -4.034
30 H -0.266 0.631 -5.550
31 O -3.209 5.089 1.109
32 C -2.375 4.208 0.910
33 O -2.176 3.423 -0.034
34 C -1.460 3.939 2.148
35 C -1.574 4.768 3.278
36 C -0.830 4.516 4.386
37 C -0.107 3.299 4.471
38 C 0.514 2.877 5.668
39 C 1.048 1.624 5.768
40 C 0.936 0.732 4.685
41 C 0.377 1.124 3.498
42 C -0.097 2.439 3.359
43 N -0.640 2.900 2.159
44 H -2.250 5.605 3.174
45 H -0.830 5.194 5.231
46 H 0.523 3.557 6.511
47 H 1.516 1.301 6.689
48 H 1.274 -0.291 4.793
49 H 0.231 0.418 2.694
50 O 1.057 -1.498 -0.668
51 C 0.776 -0.711 0.219
52 O -0.329 -0.688 0.899
53 C 1.811 0.314 0.653
54 C 3.132 -0.115 0.749
55 C 4.126 0.732 1.208
56 C 3.823 2.050 1.530
57 C 2.526 2.508 1.380
58 C 1.513 1.641 0.975
59 S -0.088 2.295 0.561
60 H 3.356 -1.138 0.474
61 H 5.143 0.373 1.290
62 H 4.599 2.725 1.864
63 H 2.284 3.545 1.580
64 O -3.438 -6.430 4.073
65 C -3.174 -5.375 3.276
66 C -3.094 -5.465 1.890
67 C -2.820 -4.321 1.172
68 N -2.628 -3.125 1.743
69 C -2.708 -3.072 3.061
70 Br -2.440 -1.374 3.860
71 C -2.974 -4.144 3.887
72 H -3.560 -7.224 3.542
73 H -3.237 -6.409 1.380
74 H -2.732 -4.328 0.094
75 H -3.028 -4.042 4.960

ΔE to the lowest compared entry with this formula, charge and spin in kcal per mole: 21.54
Multiplicity: 1
Calculated total energy in eV: -214646.0682
Orbital gap in eV: 6.3
Maximum force in eV/Å: 0.4
HOMO level in eV: -7.48